Below is an isolated molecule of C8H14N2O at a distorted geometry, with properties calculated with wB97M-V/def2-TZVPD.

Properties
relative energy (zero: lowest compared OMol25 entry of this formula, charge and spin): 298.11 kJ/mol
Kohn-Sham gap: 8.682 eV
strongest force on any atom: 4.43 eV Å⁻¹

Geometry (Å):
1 C 3.38 0.12 -0.13
2 C 2.83 -1.22 0.32
3 C 1.36 -1.02 0.39
4 C 0.12 0.95 -0.23
5 C -2.14 1.61 -0.61
6 C -1.71 -0.03 1.25
7 C -1.59 -0.78 -1.10
8 C -1.35 0.43 -0.17
9 N 2.34 1.01 -0.16
10 N 1.26 0.41 0.02
11 O 4.52 0.34 -0.46
12 H 3.27 -1.89 -0.38
13 H 3.32 -1.37 1.37
14 H 0.85 -1.48 -0.41
15 H 0.90 -1.28 1.41
16 H 0.21 2.09 -0.36
17 H -1.96 2.49 0.16
18 H -3.26 1.25 -0.57
19 H -1.70 1.93 -1.50
20 H -1.84 0.75 1.96
21 H -2.77 -0.52 1.17
22 H -0.99 -0.79 1.80
23 H -1.26 -1.71 -0.56
24 H -1.03 -0.48 -2.06
25 H -2.77 -0.83 -1.15



Below is a cluster of 2 separate species, C8H14N2O2 in total at a distorted geometry, with properties calculated with wB97M-V/def2-TZVPD.

Properties
relative energy (zero: lowest compared OMol25 entry of this formula, charge and spin): 241.04 kJ/mol
Kohn-Sham gap: 9.282 eV
strongest force on any atom: 2.95 eV Å⁻¹

Geometry (Å):
1 H 0.65 2.98 -0.97
2 N -0.15 2.36 -1.11
3 C -0.73 1.98 -0.04
4 N -1.80 1.11 -0.22
5 C -2.02 0.26 0.86
6 C -2.75 -0.86 0.74
7 C -3.09 -1.44 -0.63
8 H -0.69 2.49 0.95
9 H -1.73 0.59 -1.11
10 H -1.83 0.67 1.85
11 H -3.11 -1.34 1.68
12 H -3.62 -2.40 -0.49
13 H -3.74 -0.86 -1.34
14 H -2.18 -1.69 -1.24
15 C 2.62 1.36 0.79
16 C 2.40 0.11 0.51
17 C 3.02 -0.50 -0.66
18 O 2.19 -1.66 -0.84
19 C 1.11 -1.63 0.05
20 O 1.53 -0.70 1.13
21 H 2.30 1.76 1.71
22 H 3.31 1.94 0.15
23 H 4.04 -0.89 -0.48
24 H 3.00 0.17 -1.53
25 H 1.10 -2.62 0.56
26 H 0.17 -1.22 -0.30



Below is an isolated molecule of C8H14N2O2S at a distorted geometry, with properties calculated with wB97M-V/def2-TZVPD.

Properties
relative energy (zero: lowest compared OMol25 entry of this formula, charge and spin): 334.31 kJ/mol
Kohn-Sham gap: 10.505 eV
strongest force on any atom: 5.71 eV Å⁻¹

Geometry (Å):
1 C -1.23 -0.87 1.69
2 N -0.14 -1.00 0.86
3 C 0.21 0.12 -0.08
4 C 0.62 -0.46 -1.34
5 N 0.94 -0.67 -2.41
6 C 1.22 1.06 0.38
7 C 1.06 2.41 -0.56
8 C -0.56 2.36 -0.92
9 C -1.05 0.98 -0.35
10 S 1.06 -2.15 1.03
11 C 0.80 -3.45 -0.18
12 O 2.25 -1.51 0.67
13 O 0.94 -2.69 2.34
14 H -1.33 0.13 1.97
15 H -2.11 -1.34 1.15
16 H -0.97 -1.52 2.45
17 H 2.31 0.74 0.39
18 H 1.10 1.41 1.44
19 H 1.63 2.32 -1.49
20 H 1.35 3.25 0.04
21 H -1.07 3.20 -0.46
22 H -0.64 2.46 -1.97
23 H -1.75 1.15 0.53
24 H -1.67 0.46 -1.00
25 H -0.12 -3.98 0.20
26 H 0.53 -2.90 -1.10
27 H 1.57 -4.09 -0.14



Below is a cluster of 2 separate species, C8H14N2O2S2 in total at a distorted geometry, with properties calculated with wB97M-V/def2-TZVPD.

Properties
relative energy (zero: lowest compared OMol25 entry of this formula, charge and spin): 518.05 kJ/mol
Kohn-Sham gap: 9.438 eV
strongest force on any atom: 3.69 eV Å⁻¹

Geometry (Å):
1 C -3.60 -1.82 -0.10
2 C -3.68 -0.54 -0.57
3 C -2.72 -1.96 0.93
4 C -2.80 0.28 0.10
5 C 1.22 -1.00 0.49
6 C 1.96 0.40 -1.46
7 C 3.54 0.25 0.57
8 C 2.01 0.23 0.02
9 N 1.32 1.85 1.64
10 N 1.16 1.28 0.62
11 O -1.24 1.76 -1.16
12 O -3.73 2.20 -1.31
13 S -1.99 -0.44 1.38
14 S -2.65 2.06 -0.37
15 H -4.08 -2.71 -0.52
16 H -4.17 -0.37 -1.49
17 H -2.78 -2.91 1.39
18 H 0.51 -1.31 -0.35
19 H 1.90 -1.74 0.94
20 H 0.51 -0.73 1.43
21 H 2.85 0.97 -1.81
22 H 1.00 0.86 -1.88
23 H 2.23 -0.53 -2.07
24 H 3.68 1.22 1.05
25 H 3.75 -0.71 1.17
26 H 4.20 0.20 -0.31
27 H -0.53 1.49 -0.57
28 H 2.14 1.73 2.23



Below is an isolated molecule of C8H14N2O3 at a distorted geometry, with properties calculated with wB97M-V/def2-TZVPD.

Properties
relative energy (zero: lowest compared OMol25 entry of this formula, charge and spin): 80.49 kJ/mol
Kohn-Sham gap: 10.151 eV
strongest force on any atom: 4.08 eV Å⁻¹

Geometry (Å):
1 C -2.83 -0.34 -0.86
2 C -1.97 -1.08 0.29
3 N -2.18 -0.27 1.46
4 C -0.51 -1.05 -0.14
5 O -0.09 -2.03 -0.79
6 N 0.35 0.01 0.07
7 C 0.08 1.30 0.60
8 C 1.08 2.16 -0.20
9 C 2.27 1.24 -0.54
10 C 1.70 -0.19 -0.53
11 C 2.58 -1.15 0.27
12 O 3.51 -0.85 0.95
13 O 2.31 -2.42 0.15
14 H -2.67 -0.74 -1.92
15 H -3.84 -0.33 -0.59
16 H -2.49 0.70 -0.88
17 H -2.31 -2.14 0.38
18 H -3.20 0.07 1.66
19 H -1.96 -0.76 2.31
20 H -0.95 1.53 0.45
21 H 0.23 1.31 1.66
22 H 1.44 3.02 0.35
23 H 0.56 2.49 -1.13
24 H 2.82 1.52 -1.45
25 H 3.04 1.15 0.31
26 H 1.64 -0.61 -1.56
27 H 1.39 -2.51 -0.34



Below is a structure of composition C8H14N2O3S at a distorted geometry, with properties calculated with wB97M-V/def2-TZVPD.

Properties
relative energy (zero: lowest compared OMol25 entry of this formula, charge and spin): 416.10 kJ/mol
Kohn-Sham gap: 8.894 eV
strongest force on any atom: 5.81 eV Å⁻¹

Geometry (Å):
1 C 0.37 1.53 -0.77
2 C 0.90 0.28 0.03
3 C -1.14 1.54 -1.08
4 C -1.19 0.79 -2.35
5 C -0.01 1.40 -3.06
6 C 0.23 -0.78 2.25
7 C 1.63 -1.45 2.41
8 C -0.87 -1.86 2.42
9 H 1.84 1.18 -2.33
10 H 0.63 2.47 -0.16
11 H -1.60 2.57 -0.98
12 H -1.46 0.87 -0.25
13 H -2.24 0.67 -2.96
14 H -1.03 -0.31 -2.22
15 H 0.24 0.53 -3.75
16 H -0.42 2.31 -3.47
17 H -0.09 1.27 1.54
18 H 0.34 -0.27 3.30
19 H -1.95 -1.48 2.46
20 H -0.57 -2.65 3.22
21 H -1.77 -1.81 0.10
22 H 2.17 -1.52 0.74
23 N 0.94 1.72 -2.06
24 N 0.09 0.30 1.18
25 O 1.48 -0.70 -0.37
26 O 1.93 -1.60 3.62
27 O 2.50 -1.89 1.56
28 S -0.98 -3.11 0.97



no.,E (eV)
1,-13547.5742
2,-15595.2919
3,-26430.9464
4,-37264.2780
5,-17645.9869
6,-28477.3696